[1]
33
Properties=species:S:1:pos:R:3 method="wB97M-V/def2-TZVPD" e_tot_ev=-26332.1429 smiles="NC(=O)C[C@H](NC(=O)[C@@H](N)CCC(=O)O)C(=O)O" orbital_gap_ev=10.37 homo_ev=-9.892
N -1.76436 3.57751 -0.26688
C -1.58573 2.36170 -0.80128
O -2.34689 1.41214 -0.52566
C -0.41300 2.13720 -1.84467
C 0.65604 1.15585 -1.20990
N 0.04599 -0.15510 -1.00568
C 0.71649 -1.32582 -1.22270
O 1.89753 -1.42980 -1.48228
C -0.11455 -2.60785 -1.00540
N 0.77458 -3.82041 -0.85346
C -0.93312 -2.37978 0.32600
C -0.00157 -2.15991 1.65416
C -0.44591 -0.83471 2.25935
O -1.45782 -0.91836 2.82235
O 0.20195 0.27311 2.04660
C 1.32581 1.65870 0.08257
O 1.02766 2.73340 0.52473
O 2.29013 0.73566 0.46734
H -0.87839 4.09638 -0.01297
H -2.34476 3.66781 0.56306
H -0.85448 1.80973 -2.76140
H 0.10045 3.10722 -1.87645
H 1.49489 0.82543 -1.89719
H -0.99492 -0.24796 -0.81840
H -0.84611 -2.78825 -1.77815
H 1.34314 -3.85656 -1.68550
H 0.08169 -4.53346 -1.01647
H -1.47490 -3.35053 0.39206
H -1.65329 -1.54853 0.24547
H 1.13566 -2.16736 1.36919
H -0.01300 -2.88873 2.45774
H 1.07086 0.11760 1.64452
H 2.31239 0.06180 -0.19690

[2]
61
Properties=species:S:1:pos:R:3 method="wB97M-V/def2-TZVPD" e_tot_ev=-61053.5686 orbital_gap_ev=4.47 charge=-1 homo_ev=-2.405
C 1.94420 -3.10168 0.91417
C 1.57070 -4.52200 0.36607
C 0.10255 -4.92705 0.78977
I 0.10179 -5.25454 2.98362
N -0.74361 -3.87548 0.31205
S -2.16382 -3.67506 1.26494
H 1.19434 -2.35103 0.59939
H 2.95001 -2.81075 0.54014
H 1.97593 -3.17251 2.02259
H 1.54896 -4.49193 -0.74500
H 2.31594 -5.24069 0.76075
H -0.13013 -5.92796 0.34730
H -2.59603 -2.41324 0.88718
C 2.13456 0.25467 -1.25487
O 2.76979 0.31151 0.02190
C 3.59036 1.34471 0.17927
O 3.82472 2.19682 -0.63617
O 4.11156 1.27349 1.40743
C 5.01780 2.32865 1.71801
H 1.49316 -0.62387 -1.26523
H 1.51600 1.13775 -1.41714
H 2.87445 0.15222 -2.04894
H 4.51306 3.29423 1.67638
H 5.87271 2.31332 1.04179
H 5.37524 2.16957 2.73336
C -2.40908 1.98783 -5.89450
O -1.77432 2.04645 -4.61969
C -0.95063 3.08395 -4.46853
O -0.71979 3.92836 -5.29065
O -0.42895 3.01778 -3.24391
C 0.48046 4.07396 -2.93794
H -3.04901 1.10827 -5.89728
H -3.02687 2.87090 -6.05830
H -1.66970 1.88516 -6.68872
H -0.02164 5.04054 -2.98295
H 1.33474 4.05403 -3.61416
H 0.84026 3.91626 -1.92352
C 3.17154 5.88582 7.39561
O 3.13278 5.39720 6.05746
C 2.59951 4.17713 5.94118
O 2.17630 3.50669 6.84090
O 2.62222 3.83987 4.65273
C 2.07804 2.54608 4.37494
H 3.62114 6.87622 7.36629
H 2.16463 5.97058 7.80423
H 3.78608 5.24100 8.02376
H 1.02845 2.49881 4.66329
H 2.65040 1.77050 4.88277
H 2.14973 2.38074 3.30216
C -4.16331 -3.20324 -1.49880
O -4.70950 -3.74771 -2.71225
C -5.91311 -4.29146 -2.57705
O -6.55545 -4.35824 -1.56522
O -6.29401 -4.75645 -3.77533
C -7.57776 -5.37016 -3.77312
H -3.18519 -2.79052 -1.73396
H -4.79874 -2.40100 -1.11995
H -4.03681 -3.97913 -0.74740
H -8.34712 -4.65424 -3.48253
H -7.59058 -6.23503 -3.10958
H -7.77891 -5.70608 -4.78875

[3]
11
Properties=species:S:1:pos:R:3 method="wB97M-V/def2-TZVPD" e_tot_ev=-37727.9778 smiles="S=C1SCOCS1" orbital_gap_ev=8.45 homo_ev=-8.815
S 1.50011 1.78297 -2.43514
C 0.80305 0.91822 -1.25549
S 1.68974 -0.23857 -0.30339
C 0.36279 -1.31673 0.28483
O -0.72776 -0.77645 1.06231
C -1.02382 0.53234 0.82104
S -0.92563 1.07659 -0.92305
H -0.02945 -1.84499 -0.60401
H 0.84809 -2.03945 0.91725
H -2.09219 0.68094 1.00888
H -0.40494 1.22511 1.42678

[4]
93
Properties=species:S:1:pos:R:3 method="wB97M-V/def2-TZVPD" e_tot_ev=-59987.8112 smiles="COCCCCCCCCc1ccc(C(F)(F)F)c2c1C(=O)NC2=O.COCCOCCOC.COCCOCCOC" orbital_gap_ev=8.45 homo_ev=-9.119
C 3.82032 -0.33611 -0.11580
O 4.23069 0.74756 0.68910
C 4.22666 1.98160 0.00113
C 4.24683 3.14030 0.96997
C 3.98835 4.45114 0.18851
C 2.47871 4.70046 0.12120
C 2.03473 5.57175 -1.07327
C 0.99592 4.87130 -1.93237
C -0.39257 4.72472 -1.27130
C -0.99154 3.32807 -1.48710
C -2.26076 3.04359 -0.71966
C -3.41928 2.74130 -1.41034
C -4.63251 2.48180 -0.76393
C -4.72123 2.54446 0.62028
C -6.04172 2.28048 1.31506
F -5.98414 1.24671 2.15676
F -6.44242 3.35281 2.01438
F -7.00825 2.01378 0.42522
C -3.55901 2.83072 1.33204
C -2.35059 3.05713 0.68243
C -1.30305 3.25978 1.72339
O -0.12709 3.38545 1.60495
N -1.94923 3.24735 2.99673
C -3.33521 2.95409 2.80862
O -4.10986 2.86515 3.69937
H 2.80294 -0.65388 0.11621
H 4.47330 -1.19811 -0.00090
H 3.83993 -0.06957 -1.17424
H 3.33416 2.05611 -0.62790
H 5.10769 2.05901 -0.64609
H 3.41338 3.02567 1.66124
H 5.17282 3.16730 1.53689
H 4.47825 5.24920 0.74233
H 4.42943 4.37567 -0.80485
H 2.15903 5.14942 1.05520
H 2.00827 3.72835 0.00866
H 2.91962 5.72762 -1.69230
H 1.71935 6.56203 -0.74916
H 1.38207 3.87777 -2.16644
H 0.86108 5.40126 -2.87367
H -0.34859 5.00186 -0.22485
H -1.07702 5.43009 -1.74149
H -1.27995 3.30825 -2.53863
H -0.25066 2.53953 -1.36709
H -3.40825 2.69470 -2.48898
H -5.49309 2.23595 -1.36290
H -1.55592 2.47427 3.53500
C -1.50103 -1.00204 -1.33257
O -1.87442 -1.10386 -2.69182
C -1.04051 -1.93346 -3.48046
C -1.83125 -2.88875 -4.35014
O -2.54848 -3.90003 -3.66387
C -3.67859 -3.55488 -2.87978
C -4.89632 -3.08060 -3.64524
O -4.70067 -1.81622 -4.25638
C -5.14280 -1.73469 -5.59385
H -0.73573 -0.22743 -1.20884
H -2.38783 -0.71310 -0.76704
H -1.13722 -1.96066 -0.95199
H -0.34813 -2.50407 -2.85232
H -0.44645 -1.29022 -4.14248
H -1.10306 -3.43070 -4.95933
H -2.47443 -2.34562 -5.04488
H -3.41466 -2.85227 -2.08764
H -3.96538 -4.48767 -2.38746
H -5.72689 -2.98911 -2.93384
H -5.16849 -3.83588 -4.39004
H -4.90590 -2.64432 -6.15461
H -4.62356 -0.89953 -6.06392
H -6.22126 -1.54955 -5.64220
C 5.36950 -5.60978 2.74785
O 4.66447 -4.67511 3.53455
C 4.77170 -3.33027 3.10117
C 3.43851 -2.61175 3.05771
O 2.51153 -3.07465 2.07992
C 1.95937 -4.37408 2.23194
C 1.01610 -4.56661 3.40240
O 1.67213 -4.50416 4.65568
C 1.01564 -3.71957 5.62697
H 6.42019 -5.66683 3.05142
H 4.91038 -6.58662 2.90117
H 5.31198 -5.36713 1.68192
H 5.24273 -3.27481 2.11383
H 5.41299 -2.79670 3.81380
H 3.65599 -1.57720 2.77785
H 2.97249 -2.57450 4.04278
H 2.73580 -5.13950 2.22261
H 1.36384 -4.52501 1.32705
H 0.56195 -5.56129 3.30682
H 0.21555 -3.82086 3.34376
H 0.59943 -2.80407 5.19404
H 1.75331 -3.43716 6.37774
H 0.21584 -4.28561 6.11639

[5]
11
Properties=species:S:1:pos:R:3 method="wB97M-V/def2-TZVPD" e_tot_ev=-22504.2563 orbital_gap_ev="6.67 / 10.38" homo_ev="-7.826 / -10.464"
C 0.80154 0.41124 -0.42908
C -0.09381 -0.80806 0.20514
C 2.03915 0.52846 0.15672
O 0.38583 -2.01816 -0.08589
O 1.39928 -2.31660 0.76861
F 2.21715 0.59959 1.53210
Cl 3.49141 0.47659 -0.66982
H 0.78063 0.50977 -1.51356
H 0.04073 1.20714 -0.12681
H -0.08404 -0.69399 1.37368
H -1.04108 -0.56200 -0.28374

[6]
10
Properties=species:S:1:pos:R:3 method="wB97M-V/def2-TZVPD" e_tot_ev=-18563.7953 orbital_gap_ev=8.04 homo_ev=-9.214
C -0.88612 -0.80500 -1.99505
C -0.39474 -0.10476 -1.12241
C -0.15049 0.48302 0.19546
C -0.99841 1.54777 0.79204
O -2.30276 1.68354 0.57226
N 0.97603 0.13847 0.76097
S 1.68221 -1.21662 0.29778
H -0.99567 -1.79780 -2.80789
H -0.59499 2.15432 1.59074
H 0.84372 -2.05434 -0.67242